Computed, not measured: 6 unconnected molecules or ions with the total composition C28H41NO21 in a non-equilibrium geometry, with ωB97M-V with the def2-TZVPD basis set.

The geometry in XYZ format:
```
91
Properties=species:S:1:pos:R:3:forces:R:3:mulliken_charge:R:1
H 2.389557 1.256081 0.409796 -0.29 0.41 0.32 0.79
H 4.811182 -3.145717 -6.439366 0.05 -0.09 -0.16 0.30
O -2.703577 4.494947 -3.844097 0.01 -0.12 0.20 -0.36
C -2.571042 -7.391491 3.823435 -0.07 -0.06 0.22 -0.25
H 0.996706 1.751136 -2.324073 -0.25 -0.22 -0.14 0.46
H 2.583322 5.913390 1.008967 0.02 0.06 0.02 0.43
H 3.193390 8.793060 1.872073 0.06 0.18 -0.06 0.32
H -4.694872 7.206988 -4.157675 -0.01 -0.02 0.05 0.39
O -1.607223 -5.032152 5.698574 0.12 0.10 0.08 -0.24
H -4.654639 -6.179989 2.179868 0.01 -0.01 0.05 0.37
C -1.930545 -9.448191 3.167899 -0.05 0.07 -0.06 0.59
C 2.463440 8.835735 1.067366 0.17 0.15 0.09 -0.53
H -4.458138 -7.409304 0.918336 -0.10 -0.02 0.07 0.38
H 1.584651 -3.133781 6.631200 -0.03 -0.05 0.00 0.35
H 0.552258 4.275151 -2.544497 -0.02 -0.13 -0.40 0.31
C 0.544374 0.186247 -0.274329 0.85 -1.12 -0.78 -0.72
O 2.585715 10.066026 0.336509 -0.05 -0.12 0.02 -0.33
O 0.449571 3.470294 0.094103 0.50 -0.08 -0.20 -0.49
H -1.366373 -2.934028 7.406355 -0.06 -0.06 -0.05 0.25
H 0.091925 -1.488725 3.340283 0.27 -0.29 0.07 0.26
O 2.447411 -1.874636 -2.328401 -0.78 1.64 1.09 -0.57
C -1.944581 4.109174 -2.799580 -0.23 -0.02 -0.07 0.58
H -3.309392 6.610263 -1.487098 0.07 -0.16 0.13 0.29
C 2.092782 -3.113014 -5.026144 -0.29 -0.06 -0.41 -1.49
H 1.267373 -0.313516 4.012707 0.33 -0.02 -0.05 0.36
H 1.456216 8.784994 1.487309 -0.01 -0.12 -0.04 0.33
C -3.540931 -7.911910 2.793011 -0.11 0.35 -0.30 0.56
O 2.711976 0.060939 -1.155175 0.15 -0.84 -0.15 -0.44
H 1.012058 6.575700 0.533680 0.00 0.00 0.02 0.31
C 3.825417 -3.065756 -6.890979 0.23 -0.09 -0.05 -0.51
C 2.765437 -3.848894 -6.156830 -0.24 0.28 0.36 0.63
H -1.836884 -6.700788 3.405546 -0.10 0.05 -0.10 0.15
O 1.846750 -4.134846 -7.231760 0.23 -0.07 -0.11 -0.38
O 0.599156 1.456867 2.066752 0.32 0.04 -0.30 -0.50
O -0.891538 -2.942286 5.405864 -0.16 -0.15 0.07 -0.25
H 2.755709 -3.026823 -4.175555 0.08 -0.02 0.06 0.48
H 2.052018 5.864434 -0.686943 0.16 0.31 0.36 0.14
O -2.037169 4.982773 -1.781873 0.01 0.02 -0.05 -0.19
O -2.261261 -3.877426 3.881450 -0.06 -0.02 -0.18 -0.52
H 3.161859 -4.804109 -5.800031 0.04 -0.01 -0.08 0.26
H -3.056837 -6.924991 4.674616 0.09 -0.11 0.11 0.27
H -0.433298 0.047252 3.962020 -0.16 0.11 0.27 0.30
O -2.775153 -8.984421 2.211217 0.01 -0.04 0.23 -0.38
H -1.982023 6.852941 -2.645091 -0.05 0.00 -0.09 0.35
O -1.889740 -8.592569 4.220906 -0.04 0.06 -0.09 -0.34
C 1.608017 2.086287 -1.492969 0.59 0.59 0.52 -1.01
O 0.717698 -0.830090 -1.290234 -0.37 -0.49 -0.48 -0.43
O 1.137232 4.435833 -1.798486 0.08 -0.34 -0.01 -0.59
O 2.160262 -4.600779 -9.415698 -0.04 -0.05 -0.17 -0.52
C 2.697575 7.804604 -0.008352 -0.19 -0.45 0.16 0.57
C 1.841032 0.978426 -0.473299 -0.23 0.03 -0.85 0.47
C 0.755019 -2.696517 7.188482 0.12 0.11 -0.32 -1.47
C 0.468332 0.260362 2.102831 0.28 -0.17 0.73 0.62
H -1.156751 -1.820183 1.741094 -0.01 -0.20 0.25 0.33
H -3.064122 7.059539 -4.832560 0.02 0.00 0.05 0.35
C 2.237293 9.806521 -0.949027 -0.02 -0.10 -0.01 0.62
O 2.120262 8.470425 -1.150750 0.14 0.16 0.09 -0.33
C -1.647347 -3.942874 4.896601 0.04 0.06 0.01 0.61
H 0.357832 -5.219193 6.288195 0.05 0.10 0.02 0.32
C -0.576296 -4.806170 6.674440 -0.14 -0.15 0.15 -0.54
H -1.197176 -1.641876 0.012101 0.08 -0.03 -0.29 0.35
O 3.810907 -3.683367 -8.186501 -0.05 0.06 0.08 -0.33
O -1.271578 3.119678 -2.781823 0.17 0.06 -0.08 -0.54
O -1.313463 -10.457380 3.095144 0.10 -0.13 0.00 -0.53
H 2.566248 2.353824 -1.923718 0.24 0.02 -0.10 0.44
C -1.015227 -1.117466 0.936917 0.49 -0.18 0.20 -0.99
H -4.322498 5.950400 -5.348891 -0.11 -0.02 0.06 0.36
H 0.763442 -1.624805 6.992313 -0.08 0.02 0.11 0.34
H 3.767123 7.681062 -0.203632 0.01 0.10 -0.02 0.28
C 1.996217 -0.965226 -1.664090 0.87 -0.93 -0.25 0.42
C 1.007892 3.347968 -0.955542 -0.91 0.40 0.39 0.66
H -4.420459 -8.354664 3.270268 0.05 -0.04 0.05 0.25
H -0.823809 -5.292030 7.614664 -0.17 -0.07 -0.09 0.32
C -3.966517 -6.907630 1.751500 0.17 -0.11 -0.28 -1.39
C 2.563615 -4.183375 -8.382055 -0.06 0.03 0.13 0.61
C -2.726452 6.143807 -2.276589 -0.07 0.05 0.19 -0.55
N 0.373677 -0.559878 0.955186 -0.83 0.91 0.01 -0.03
H -4.471110 5.082206 -2.972448 0.06 -0.06 0.05 0.27
C -0.560520 -3.299370 6.763689 0.44 0.14 0.22 0.44
C 0.368291 -0.449443 3.428720 -0.67 0.00 -0.25 -1.16
H 1.790859 -2.110801 -5.335493 0.05 0.00 -0.02 0.31
H 1.190798 -3.639128 -4.715091 0.08 -0.08 0.08 0.36
C 2.053582 6.462666 0.229414 -0.13 0.00 -0.31 -1.26
C -3.936296 6.500335 -4.491631 0.25 -0.10 -0.25 -1.47
H -0.337092 0.695021 -0.644263 -0.26 0.59 0.54 0.75
C -3.570738 5.551534 -3.378289 -0.18 0.40 -0.28 0.52
H -1.711284 -0.291995 1.058646 -0.35 0.05 -0.12 0.39
H -3.105240 -6.375129 1.346739 0.03 0.01 0.06 0.32
H 3.564347 -2.011549 -7.009233 -0.08 -0.01 0.09 0.32
O 2.056231 10.634537 -1.778615 -0.04 0.12 -0.09 -0.54
H 0.925155 -2.859146 8.251991 -0.05 -0.01 0.01 0.40
```
Forces are in eV/Å.

Computed properties:
gap between HOMO and LUMO = 10.38 eV
F_max = 2.12 eV Å⁻¹
E_LUMO = 0.010 Eh
SMILES string = CC(=O)N(C)[C@@H]1OC(=O)O[C@H]1CC(=O)O.C[C@@H]1COC(=O)O1.C[C@@H]1COC(=O)O1.C[C@@H]1COC(=O)O1.C[C@@H]1COC(=O)O1.C[C@@H]1COC(=O)O1
highest occupied orbital energy = -10.11 eV
total charge = 0
E = -2726.44600 a.u.